(1)
{
  "formula": "C52H50BCoN7O3P2S",
  "method": "ωB97M-V/def2-TZVPD",
  "symbols": ["Co", "S", "N", "C", "C", "C", "C", "C", "N", "C", "C", "N", "C", "C", "C", "C", "C", "N", "H", "H", "H", "H", "H", "H", "C", "N", "P", "C", "C", "C", "C", "C", "C", "C", "C", "C", "C", "C", "C", "P", "C", "C", "C", "C", "C", "C", "C", "C", "C", "C", "C", "C", "H", "H", "H", "H", "H", "H", "H", "H", "H", "H", "H", "H", "H", "H", "H", "H", "H", "H", "H", "H", "H", "H", "H", "C", "C", "C", "C", "C", "C", "C", "C", "O", "B", "O", "C", "C", "H", "H", "H", "H", "H", "H", "H", "H", "H", "H", "H", "H", "N", "C", "N", "C", "C", "O", "C", "C", "H", "H", "H", "H", "H", "H", "H", "H", "H"],
  "xyz": [[0.000, 0.000, 0.000], [-1.329, -6.997, -1.730], [-0.099, -6.344, -0.828], [-0.301, -5.015, -0.804], [0.507, -4.035, -0.146], [1.667, -4.335, 0.594], [2.367, -3.295, 1.188], [1.886, -2.008, 1.020], [0.774, -1.694, 0.314], [0.088, -2.684, -0.263], [-1.034, -2.297, -0.968], [-1.282, -0.985, -0.976], [-2.370, -0.540, -1.650], [-3.251, -1.357, -2.338], [-3.007, -2.722, -2.339], [-1.883, -3.210, -1.646], [-1.524, -4.593, -1.571], [-2.175, -5.628, -2.131], [2.009, -5.361, 0.700], [3.266, -3.481, 1.766], [2.398, -1.158, 1.465], [-2.516, 0.537, -1.618], [-4.105, -0.938, -2.858], [-3.673, -3.400, -2.866], [2.221, 2.210, -2.433], [1.414, 1.785, -1.282], [2.137, 0.530, -0.253], [2.648, -0.585, -1.610], [3.796, -0.393, -2.417], [4.104, -1.295, -3.439], [3.283, -2.399, -3.670], [2.153, -2.606, -2.878], [1.840, -1.707, -1.854], [3.870, 0.638, 0.291], [4.571, -0.499, 0.731], [5.900, -0.388, 1.150], [6.535, 0.858, 1.143], [5.840, 1.993, 0.721], [4.512, 1.887, 0.301], [-0.239, 1.366, -1.765], [-1.179, 2.495, -0.660], [-0.529, 3.266, 0.325], [-1.263, 4.117, 1.158], [-2.649, 4.206, 1.024], [-3.308, 3.441, 0.060], [-2.579, 2.588, -0.777], [-0.805, 2.374, -3.176], [-0.646, 3.773, -3.226], [-1.078, 4.495, -4.341], [-1.669, 3.832, -5.419], [-1.828, 2.445, -5.382], [-1.396, 1.717, -4.268], [3.272, 2.382, -2.140], [1.863, 3.185, -2.807], [2.159, 1.481, -3.267], [4.459, 0.446, -2.264], [4.983, -1.139, -4.050], [3.524, -3.097, -4.462], [1.517, -3.464, -3.056], [0.960, -1.888, -1.250], [4.088, -1.468, 0.747], [6.437, -1.266, 1.484], [7.564, 0.943, 1.469], [6.329, 2.959, 0.724], [3.984, 2.779, -0.009], [0.541, 3.226, 0.465], [-0.754, 4.707, 1.909], [-3.214, 4.865, 1.671], [-4.383, 3.508, -0.041], [-3.107, 2.001, -1.516], [-0.191, 4.308, -2.402], [-0.955, 5.570, -4.370], [-2.003, 4.393, -6.282], [-2.286, 1.931, -6.218], [-1.527, 0.643, -4.254], [2.670, 3.711, 6.956], [2.288, 2.270, 7.372], [1.196, 2.368, 8.459], [3.548, 1.602, 7.965], [1.765, 1.424, 6.193], [1.372, 0.072, 6.418], [0.890, -0.735, 5.375], [0.802, -0.185, 4.104], [0.369, -0.796, 2.991], [0.493, 0.231, 1.988], [1.010, 1.444, 2.569], [1.174, 1.115, 3.860], [1.656, 1.941, 4.872], [3.042, 4.287, 7.831], [1.789, 4.253, 6.548], [3.479, 3.703, 6.194], [1.552, 2.973, 9.321], [0.913, 1.368, 8.848], [0.284, 2.852, 8.047], [3.942, 2.194, 8.819], [4.345, 1.529, 7.194], [3.333, 0.580, 8.339], [1.436, -0.366, 7.405], [0.594, -1.760, 5.557], [1.931, 2.953, 4.613], [-1.541, 0.895, 0.553], [-2.490, 1.468, 0.884], [-3.594, 2.124, 1.273], [-4.942, 1.794, 0.695], [-5.880, 2.999, 0.823], [-6.016, 3.410, 2.191], [-4.740, 3.788, 2.727], [-3.751, 2.618, 2.684], [-5.350, 0.934, 1.240], [-4.838, 1.519, -0.360], [-6.877, 2.734, 0.456], [-5.518, 3.847, 0.229], [-4.896, 4.104, 3.763], [-4.358, 4.649, 2.167], [-4.116, 1.788, 3.301], [-2.780, 2.942, 3.075], [0.619, -0.624, -1.330]],
  "forces_ev_per_angstrom": [[2.201, -0.682, 2.658], [0.163, 0.776, 0.200], [-0.918, 1.525, -0.448], [-1.738, -1.550, -1.338], [1.575, -0.575, 1.106], [-1.436, -0.330, -1.056], [0.239, 0.969, 0.120], [-0.962, -0.439, -0.162], [1.572, -1.116, 5.018], [-1.761, -2.567, 1.368], [-0.671, -0.962, -0.197], [-4.413, -1.103, -1.514], [1.329, -0.070, 0.813], [-0.195, -0.326, -0.347], [0.644, -0.319, 0.398], [-1.160, -0.154, -0.931], [0.893, -1.946, 0.377], [1.262, 0.519, 0.901], [-0.212, 0.121, -0.114], [-0.095, 0.103, -0.042], [-0.244, -0.333, 0.118], [-0.082, -0.830, -0.020], [0.106, 0.008, 0.039], [0.199, -0.028, 0.151], [0.168, 0.920, -0.502], [1.740, 1.069, -0.750], [-1.207, 0.010, -2.911], [0.992, -1.237, -0.845], [-0.465, -0.743, 0.272], [-0.414, 0.032, 0.211], [-0.135, 0.159, 0.303], [0.371, 0.401, -0.178], [1.813, 0.125, -2.527], [0.577, 1.998, 0.824], [0.338, 0.322, -0.014], [-0.458, 0.547, -0.229], [-0.410, 0.061, -0.146], [-0.047, -0.461, 0.009], [0.361, -0.479, 0.340], [0.584, 1.980, 0.188], [0.886, 3.711, -0.835], [0.279, 0.714, -0.762], [-1.185, -0.039, -0.756], [3.019, 3.344, -0.908], [1.734, 1.854, -2.207], [0.600, 3.335, -3.472], [0.821, 0.698, -1.475], [-0.300, -0.039, -0.706], [0.037, -0.518, 0.227], [0.070, -0.410, 0.283], [0.053, 0.346, 0.367], [0.163, 0.554, 0.052], [-0.422, -0.327, -0.165], [0.073, -0.388, 0.112], [0.293, 0.395, 0.331], [0.034, 0.044, 0.155], [-0.017, 0.057, -0.017], [0.028, -0.018, -0.006], [-0.056, -0.058, 0.037], [1.849, -0.206, -2.540], [0.349, 0.120, -0.208], [-0.050, -0.027, -0.019], [-0.011, 0.001, -0.006], [-0.009, -0.008, -0.013], [-0.091, 0.015, 0.004], [-0.028, -0.219, -0.184], [0.037, 0.005, 0.033], [1.528, 0.223, -0.966], [2.517, 0.700, -1.203], [-0.057, 0.544, -0.157], [-0.030, -0.105, 0.098], [0.009, -0.007, 0.023], [0.003, -0.004, -0.016], [0.010, -0.013, 0.017], [0.094, -0.086, 0.072], [-0.006, 0.095, -0.214], [0.087, 0.193, 0.078], [-0.276, -0.014, 0.252], [0.296, -0.196, 0.132], [-0.260, -0.364, -0.604], [0.048, 0.720, -0.919], [0.238, 0.533, 0.272], [0.273, -0.332, 1.865], [-0.167, 1.219, -1.765], [-0.328, 0.085, -0.369], [-0.784, -1.286, -1.183], [0.591, 0.679, 2.032], [-0.066, -0.661, 0.734], [-0.241, -0.440, -0.462], [0.537, -0.279, 0.177], [-0.495, 0.054, 0.396], [-0.165, -0.307, -0.502], [0.129, 0.545, -0.248], [0.506, -0.295, 0.260], [-0.237, -0.284, -0.488], [-0.451, 0.013, 0.462], [0.123, 0.548, -0.248], [0.045, 0.091, 0.062], [-0.006, 0.008, -0.043], [0.059, 0.080, 0.116], [-2.710, -1.648, 4.443], [-0.464, -3.447, 2.318], [-3.082, -3.493, 3.957], [0.001, -1.177, 0.478], [-1.079, -0.113, 1.261], [0.254, -0.323, -0.352], [-0.968, -0.231, 0.016], [0.209, -0.555, 0.102], [-0.115, 0.161, -0.152], [0.105, -0.017, 0.281], [0.156, -0.110, 0.197], [-1.537, 0.081, 0.436], [-0.058, -0.264, -0.113], [-1.322, -0.551, 0.842], [-0.042, 0.191, -0.049], [-0.208, -0.218, -0.228], [-0.924, 1.724, 0.437]],
  "lowdin_spin": [1.37, 0.09, 0.02, -0.01, 0.05, 0.04, 0.10, 0.00, 0.16, 0.12, 0.10, 0.18, 0.02, 0.11, 0.00, 0.10, -0.01, 0.08, 0.00, 0.01, 0.00, 0.01, 0.01, 0.00, 0.00, 0.00, 0.03, 0.01, 0.00, 0.01, 0.00, 0.02, 0.02, 0.02, 0.01, 0.00, 0.00, 0.00, 0.01, 0.14, 0.00, 0.00, 0.00, -0.01, 0.01, -0.01, 0.08, 0.01, 0.00, 0.00, 0.00, 0.01, 0.00, 0.00, 0.00, 0.00, 0.00, 0.00, 0.00, 0.01, 0.00, 0.00, 0.00, 0.00, 0.00, 0.00, 0.00, 0.00, 0.00, 0.00, 0.00, 0.00, 0.00, 0.00, 0.00, 0.00, 0.00, 0.00, 0.00, 0.00, 0.00, 0.00, 0.00, 0.00, -0.02, 0.00, 0.00, 0.00, 0.00, 0.00, 0.00, 0.00, 0.00, 0.00, 0.00, 0.00, 0.00, 0.00, 0.00, 0.00, 0.03, 0.01, 0.00, 0.00, 0.00, 0.00, 0.00, 0.00, 0.00, 0.00, 0.00, 0.00, 0.00, 0.00, 0.00, 0.00, 0.05],
  "homo_energy_ev": [-4.50, -6.82],
  "lumo_ev": [-0.033, 0.112],
  "spin_multiplicity": 4,
  "gap_ev": [4.47, 6.93],
  "relative_energy_ev": 0.000,
  "s2": 3.8451
}

---

(2)
{
  "formula": "C52H50KN12O6P",
  "method": "ωB97M-V/def2-TZVPD",
  "symbols": ["K", "C", "C", "C", "C", "C", "N", "C", "C", "C", "C", "C", "C", "C", "C", "N", "C", "N", "C", "N", "C", "N", "C", "N", "C", "N", "C", "C", "C", "C", "C", "C", "C", "C", "C", "C", "C", "C", "C", "C", "N", "H", "H", "H", "H", "H", "H", "H", "H", "H", "H", "H", "H", "H", "H", "H", "H", "O", "H", "H", "C", "N", "C", "C", "O", "N", "C", "N", "H", "H", "H", "H", "H", "H", "H", "C", "C", "C", "P", "C", "C", "C", "C", "C", "C", "H", "H", "H", "H", "H", "H", "H", "H", "H", "H", "H", "H", "H", "H", "H", "H", "H", "H", "H", "H", "H", "O", "C", "O", "C", "C", "C", "C", "C", "C", "N", "O", "O", "H", "H", "H", "H"],
  "xyz": [[0.089, -0.291, 0.612], [0.430, 0.427, 7.438], [0.124, 1.815, 7.250], [0.128, 2.367, 6.017], [0.548, 1.602, 4.938], [0.652, 1.799, 3.545], [0.387, 2.922, 2.942], [0.581, 3.177, 1.640], [0.413, 4.551, 1.100], [-0.236, 5.692, 1.588], [-0.289, 6.808, 0.782], [0.183, 6.763, -0.550], [0.828, 5.603, -1.019], [0.876, 4.472, -0.237], [1.318, 3.101, -0.444], [1.833, 2.736, -1.649], [2.260, 1.535, -1.787], [2.201, 0.440, -0.988], [2.983, -0.521, -1.411], [3.255, -1.715, -0.975], [2.951, -2.001, 0.359], [2.342, -1.248, 1.252], [2.258, -1.904, 2.410], [1.675, -1.503, 3.533], [1.200, -0.275, 3.815], [1.072, 0.670, 2.882], [0.806, 0.227, 5.149], [0.778, -0.375, 6.378], [2.816, -3.231, 2.323], [2.973, -4.374, 3.138], [3.753, -5.464, 2.658], [4.233, -5.464, 1.357], [4.095, -4.326, 0.556], [3.377, -3.238, 0.998], [3.522, -0.064, -2.827], [4.241, -0.733, -3.839], [4.447, -0.049, -5.080], [4.070, 1.301, -5.230], [3.389, 1.929, -4.165], [3.021, 1.162, -3.006], [1.126, 2.336, 0.623], [0.319, -0.007, 8.430], [-0.217, 2.480, 8.088], [-0.016, 3.457, 5.867], [-0.597, 5.719, 2.605], [-0.687, 7.809, 1.000], [0.331, 7.712, -1.101], [1.279, 5.504, -1.941], [0.950, -1.441, 6.619], [2.526, -4.307, 4.125], [3.890, -6.305, 3.329], [4.773, -6.328, 0.980], [4.458, -4.141, -0.474], [4.511, -1.758, -3.705], [5.008, -0.504, -5.868], [4.228, 1.912, -6.120], [2.934, 2.924, -4.261], [1.030, -2.346, -3.748], [1.409, -1.819, -3.019], [1.243, -1.845, -4.545], [-2.492, 0.229, 5.468], [-2.454, 0.609, 4.103], [-3.124, 1.764, 3.546], [-3.016, 1.542, 2.054], [-3.218, 2.383, 1.204], [-2.573, 0.234, 1.844], [-2.340, -0.274, 3.080], [-1.927, -1.519, 3.254], [-2.532, 1.156, 6.057], [-1.602, -0.247, 5.845], [-3.321, -0.412, 5.754], [-2.721, 2.761, 3.838], [-4.226, 1.791, 3.902], [-1.568, -2.100, 2.450], [-1.522, -1.663, 4.154], [-4.425, 2.258, -4.420], [-3.153, 1.375, -4.575], [-2.507, 1.609, -5.945], [-1.916, 1.350, -3.102], [-1.785, 3.020, -2.405], [-2.986, 3.678, -1.715], [-1.182, 3.899, -3.456], [-2.710, 0.263, -1.774], [-2.279, -1.166, -2.187], [-4.203, 0.130, -1.690], [-4.746, 2.288, -3.315], [-5.243, 1.871, -5.061], [-4.149, 3.252, -4.788], [-3.521, 0.361, -4.672], [-1.497, 1.291, -5.820], [-2.513, 2.683, -6.283], [-2.952, 0.906, -6.649], [-1.035, 2.837, -1.598], [-3.772, 3.880, -2.336], [-2.623, 4.585, -1.181], [-3.402, 3.067, -0.938], [-1.884, 3.920, -4.312], [-0.247, 3.519, -3.836], [-0.981, 4.928, -3.147], [-2.330, 0.647, -0.836], [-2.734, -1.379, -3.176], [-2.642, -1.879, -1.493], [-1.208, -1.178, -2.258], [-4.582, -0.253, -2.649], [-4.692, 1.054, -1.523], [-4.414, -0.441, -0.846], [-0.857, -4.726, 2.645], [-0.592, -4.189, 1.570], [-0.888, -3.066, 1.131], [0.254, -4.988, 0.581], [0.343, -4.560, -0.721], [0.995, -5.214, -1.721], [1.445, -6.481, -1.401], [1.339, -6.965, -0.095], [0.715, -6.260, 0.877], [2.085, -7.278, -2.385], [2.045, -8.506, -2.256], [2.605, -6.754, -3.389], [0.017, -3.532, -0.948], [1.095, -4.774, -2.738], [1.717, -8.027, 0.104], [0.549, -6.685, 1.838]],
  "forces_ev_per_angstrom": [[-0.574, 0.195, -0.242], [-0.595, 1.152, 0.815], [-0.624, -0.559, 2.006], [0.733, 2.004, -1.211], [-0.752, -1.503, 0.996], [0.708, -1.179, -1.748], [-0.198, 2.162, -2.122], [0.590, -0.108, 0.346], [-0.775, -1.107, -0.513], [0.630, -0.150, 0.397], [-0.135, 0.895, -1.758], [1.676, -0.298, 0.209], [-1.126, 0.523, 1.160], [-0.532, 0.582, 1.808], [-0.379, -0.019, 0.327], [-0.429, 0.691, 0.789], [0.921, -1.579, -1.299], [-0.783, 0.738, 1.581], [0.538, 0.797, -3.545], [-0.032, -0.819, 2.640], [0.767, 0.270, -1.144], [0.289, 0.999, -1.468], [-1.980, 0.306, 2.957], [0.692, -0.836, 0.391], [0.078, -0.047, -0.950], [-0.456, 0.660, 1.623], [1.225, -0.408, -2.117], [-0.101, -0.698, 1.508], [1.625, -1.835, -1.558], [0.495, 1.099, -0.677], [-1.432, 1.060, 0.552], [0.632, 0.367, -0.209], [-0.168, 0.592, -1.345], [-0.611, -1.330, 1.717], [0.595, -3.093, 0.662], [-0.672, 1.547, -0.977], [0.103, 0.182, 1.680], [-0.858, 0.390, 1.537], [-1.210, -0.938, 0.382], [0.759, 3.078, -1.914], [-0.837, 1.439, 1.042], [0.140, 0.132, -0.094], [0.517, -0.993, -0.590], [-0.226, -0.817, 0.146], [-0.093, -0.098, 0.104], [-0.103, -0.720, 0.794], [-0.545, -0.688, 0.166], [0.736, 0.306, -2.151], [0.089, 0.657, -0.783], [0.174, -0.423, 0.006], [0.040, -0.118, -0.215], [-0.001, 0.073, 0.029], [0.092, -1.025, 0.571], [0.337, -0.427, 0.031], [0.114, -0.478, -0.366], [0.196, -0.541, 0.055], [0.513, -0.280, -0.004], [0.132, 0.239, 0.258], [-0.099, -0.316, -0.406], [0.005, 0.018, 0.209], [-0.247, 0.863, 1.349], [-0.228, -0.094, -0.960], [-1.592, 1.246, 1.557], [0.752, -1.416, -0.247], [-0.310, 0.063, 0.024], [-0.453, 0.673, 0.876], [0.631, 0.402, -1.899], [0.036, 0.048, -0.083], [-0.194, -0.267, -0.077], [0.473, -0.212, -0.387], [-0.510, -0.088, -0.164], [0.178, -0.853, -0.150], [1.375, -0.129, -0.726], [-0.318, 0.124, 0.282], [0.335, -0.642, 0.371], [0.158, -0.366, 1.160], [-0.883, 0.652, 0.602], [0.011, 0.582, 0.416], [-0.130, -0.956, -0.800], [-0.179, 0.075, 1.488], [2.251, -0.040, 1.819], [-0.236, 0.596, -1.093], [-0.045, -0.330, -1.814], [0.262, 1.388, -0.341], [0.133, 1.414, -1.481], [0.209, 0.089, -1.917], [0.278, 0.213, 0.389], [-0.362, 0.090, 0.379], [0.098, -0.556, 0.583], [1.066, -0.057, -0.325], [-0.137, -1.116, 0.196], [-0.172, 0.480, -0.436], [-0.305, 0.168, -0.454], [-1.796, 0.973, -1.935], [-0.332, -0.278, -0.489], [0.053, -0.570, 0.491], [0.280, 0.294, 0.171], [0.398, -0.341, -0.077], [-0.268, -0.072, 0.239], [0.320, -0.215, 0.403], [0.446, 0.024, 0.401], [-0.225, -0.854, 0.791], [0.596, -0.561, -0.232], [-0.142, -0.310, 0.493], [-0.555, 1.206, 0.197], [-0.661, -1.545, 1.210], [-0.329, -0.079, 0.558], [1.150, -0.784, -0.212], [-0.759, 1.863, 0.237], [-0.938, -0.804, 0.012], [0.126, 2.810, -0.282], [0.255, -0.535, -1.389], [0.268, 0.689, 0.888], [0.985, -3.125, -0.857], [-0.155, 0.699, 0.203], [0.801, -1.234, -2.327], [0.157, 0.677, 0.194], [-0.714, -0.257, 1.539], [-0.177, -0.662, 0.248], [-0.029, -0.450, 0.936], [-0.540, 1.734, -0.320], [0.024, -0.059, 0.681]],
  "lowdin_charge": [0.68, -0.12, -0.13, -0.07, -0.13, -0.35, 0.19, -0.23, -0.09, -0.04, -0.12, -0.10, -0.05, -0.13, -0.32, 0.20, -0.31, 0.11, -0.33, 0.19, -0.26, 0.08, -0.33, 0.20, -0.31, 0.12, -0.13, -0.07, -0.08, 0.00, -0.10, -0.11, -0.03, -0.12, -0.11, -0.01, -0.10, -0.11, -0.01, -0.13, 0.14, 0.09, 0.10, 0.12, 0.10, 0.09, 0.09, 0.08, 0.12, 0.10, 0.09, 0.09, 0.12, 0.09, 0.07, 0.09, 0.10, -0.06, 0.02, 0.04, -0.06, -0.09, -0.07, -0.49, 0.04, 0.14, -0.43, 0.24, 0.10, 0.06, 0.09, 0.13, 0.15, 0.08, 0.09, -0.13, -0.54, -0.15, 1.10, -0.58, -0.09, -0.15, -0.53, -0.14, -0.13, 0.07, 0.07, 0.06, 0.07, 0.03, 0.08, 0.06, 0.09, 0.02, 0.09, 0.03, 0.06, 0.06, 0.07, 0.06, 0.08, 0.07, 0.03, 0.08, 0.05, 0.06, 0.00, -0.67, -0.09, -0.10, -0.02, 0.02, -0.19, -0.02, -0.03, -0.34, 0.03, 0.04, 0.12, 0.12, 0.14, 0.11],
  "homo_energy_ev": [-1.51, -1.50],
  "lumo_ev": [3.510, 3.508],
  "spin_multiplicity": 1,
  "gap_ev": [5.02, 5.01],
  "relative_energy_ev": 0.000,
  "charge": -2
}